Molecular formula: C10H20IrN2PS
Method: DFT, wB97M-V/def2-TZVPD

XYZ file:
```
35
Properties=species:S:1:pos:R:3:forces:R:3:lowdin_spin:R:1
C 0.39628 0.56136 -3.97031 0.5 0.9 0.0 0.4123
C 0.10265 -0.03690 -5.18543 0.2 0.1 -0.6 0.2895
C -0.23631 -1.38681 -5.35132 -0.1 -0.5 -0.9 0.2983
C -0.24269 -2.35190 -4.32852 0.1 -0.2 -0.7 0.2817
C 0.01587 -2.07009 -2.99606 0.0 -1.5 0.6 0.4481
Ir -0.05545 -0.28010 -2.23949 0.3 0.9 0.6 1.4121
P 0.04840 1.88624 -1.43377 0.0 1.9 0.5 0.0801
H 0.79793 1.60338 -3.97165 -0.3 -0.9 -0.5 0.0214
H 0.15605 0.59226 -6.08109 -0.1 -0.3 0.1 0.0086
H -0.46207 -1.71872 -6.37087 0.1 0.1 0.5 0.0078
H 0.08714 -2.93067 -2.29480 0.0 0.5 -0.6 0.0328
H -0.45669 -3.39054 -4.60421 -0.1 0.4 0.0 0.0079
H -1.12906 2.41128 -0.80668 0.8 -0.2 -0.1 0.0057
H 0.19953 2.92938 -2.39414 0.0 -0.4 0.3 0.0004
H 1.12150 2.23033 -0.54746 -0.7 -0.1 -0.2 0.0085
C -0.95364 -1.74039 3.54851 -0.2 -0.1 0.1 0.0088
C 0.42331 -1.20751 3.23633 0.4 -0.1 -0.6 0.0366
N 0.63111 -0.80620 1.80599 1.1 -1.8 0.7 0.1944
C -0.29669 -0.09135 1.11956 0.5 -1.1 -1.1 0.4617
S -1.04706 -0.79027 -0.26955 -1.0 -0.8 0.8 0.7086
N -0.74745 1.06814 1.59447 -1.4 2.9 0.5 0.2136
C -0.29856 1.73435 2.83667 -0.7 -0.3 -0.6 0.0198
C 1.19778 1.93890 2.90604 0.3 0.3 0.2 0.0071
H -1.74645 -1.02766 3.28465 0.2 -0.1 0.1 0.0009
H -1.00802 -1.94529 4.62143 -0.2 0.0 -0.1 0.0011
H -1.12558 -2.67433 3.00589 -0.1 0.1 0.1 0.0004
H 0.68015 -0.34754 3.85761 -0.1 -0.2 0.0 0.0022
H 1.18266 -1.97555 3.42551 -0.1 0.2 0.0 0.0014
H 0.99190 -1.58772 1.25225 0.0 0.5 0.4 0.0067
H -1.44875 1.52978 1.01552 0.3 -0.2 0.8 0.0110
H -0.81566 2.70333 2.85437 0.1 -0.3 0.1 0.0001
H -0.67205 1.14328 3.68332 0.1 0.3 0.0 0.0079
H 1.53535 2.60184 2.10522 0.0 0.0 0.0 0.0002
H 1.42443 2.42757 3.86106 0.1 -0.1 -0.2 0.0007
H 1.75013 0.99812 2.83096 -0.1 0.3 0.0 0.0016
```
Forces are in eV/Å.

Computed properties:
2S+1   6
HOMO-LUMO gap (spin up / spin down)   5.54 / 5.46 eV
⟨S²⟩   8.76
Charge   +1
E   -36623.6200 eV